Entry 1:
Formula: C14H26N2O13
Source: OMol25
Level of theory: ωB97M-V with the def2-TZVPD basis set

Results
- Energy relative to the best compared isomer or geometry (same formula, charge and spin): 70.1 kJ/mol
- Molar mass: 430.4 g mol⁻¹
- HOMO energy: -8.8 eV
- Total energy: -1636.22804 Ha
- HOMO-LUMO gap: 8.15 eV

```
! wB97M-V def2-TZVPD RIJCOSX def2/J DEFGRID3
* xyz 0 1
C 0.8752 -1.0884 -2.7884
N 0.5652 0.3486 -2.7914
C -0.0378 0.7836 -3.9574
C -0.3958 0.5486 -1.6294
C 1.7912 1.1376 -2.3974
C 2.9182 1.0376 -3.5824
O 3.7272 2.2546 -3.6054
H -0.0088 -1.7724 -3.0304
H 1.3582 -1.4804 -1.8194
H 1.5432 -1.2514 -3.6484
H -1.1728 0.6146 -3.9534
H 0.3082 -0.0094 -4.6854
H 0.2342 1.5546 -4.8294
H -1.3548 -0.0654 -1.7504
H -1.0788 1.4496 -1.7014
H -0.0098 0.2746 -0.5064
H 2.3972 0.9606 -1.5284
H 1.6022 2.1216 -2.2884
H 2.6492 0.6576 -4.5144
H 3.4122 0.2926 -3.3444
H 4.4512 2.1276 -4.1634
N -0.6368 -0.2024 1.5716
O -1.2718 0.8026 2.0696
O -1.2688 -1.0734 1.0136
O 0.5962 -0.2064 1.6806
C -4.3758 -1.1314 3.1446
C -4.4998 -1.0124 1.7026
O -5.8838 -0.6984 1.5256
C -6.4368 -0.5094 2.6366
O -7.6598 -0.3424 2.7596
O -5.5828 -0.7284 3.6306
H -3.6668 -0.5174 3.6706
H -4.1528 -1.9954 3.4116
H -4.2968 -2.0274 1.0886
H -3.9328 -0.2654 1.0346
C 1.8492 -3.2824 1.1806
C 0.7182 -3.5624 2.1556
O 1.0022 -4.7764 2.6776
C 2.0232 -5.3484 2.0436
O 2.5172 -6.3754 2.2506
O 2.4482 -4.5544 1.1226
H 2.7522 -2.7064 1.4266
H 1.4412 -2.9484 0.2876
H -0.3148 -3.5544 1.6156
H 0.7052 -3.0514 2.9536
C 1.1912 4.8106 1.9226
C 0.6942 3.3806 1.5676
O 1.5482 2.8696 0.5976
C 2.5902 3.6866 0.5706
O 3.6602 3.5406 -0.0194
O 2.4862 4.6966 1.3496
H 1.2122 4.7826 2.8686
H 0.6232 5.6216 1.4196
H -0.5218 3.3776 1.1586
H 0.6682 2.8066 2.4266
*
```

Löwdin atomic charge list, values in e, 4 entries:
1 C -0.01
2 N -0.39
3 C -0.08
4 C -0.02

=====

Entry 2:
Formula: C4H7N2O
Source: OMol25
Level of theory: ωB97M-V with the def2-TZVPD basis set

Results
- Structure (SMILES): CN1C2=[N+](O)[C@]21C
- Energy relative to the best compared isomer or geometry (same formula, charge and spin): 758.7 kJ/mol
- Molar mass: 99.1 g mol⁻¹
- HOMO energy: -14.8 eV
- Total energy: -340.84727 Ha
- HOMO-LUMO gap: 9.34 eV

```
! wB97M-V def2-TZVPD RIJCOSX def2/J DEFGRID3
* xyz 1 1
C -0.1905 -0.5472 0.1672
C -1.7375 0.3200 -0.0199
C 1.1565 -0.6863 0.7281
C 0.1145 1.6974 -1.3461
N -0.4705 0.6437 -0.5799
N -1.3610 -1.0649 0.2874
O -1.8604 -1.7195 1.2769
H 1.4994 -0.0702 1.6000
H 1.8050 -0.3245 -0.1315
H 1.3765 -1.6629 0.8856
H 0.2374 1.3253 -2.3209
H -0.4399 2.5706 -1.0726
H 1.1295 1.8495 -0.9603
H -1.2590 -2.3310 1.4860
*
```

Löwdin atomic charge list, values in e, 4 entries:
1 C -0.22
2 C 0.29
3 C 0.07
4 C 0.02

=====

Entry 3:
Formula: C3H4O3
Source: OMol25
Level of theory: ωB97M-V with the def2-TZVPD basis set

Results
- Energy relative to the best compared isomer or geometry (same formula, charge and spin): 263.7 kJ/mol
- Molar mass: 88.1 g mol⁻¹
- HOMO energy: -10.5 eV
- Total energy: -342.35550 Ha
- HOMO-LUMO gap: 10.68 eV

```
! wB97M-V def2-TZVPD RIJCOSX def2/J DEFGRID3
* xyz 0 1
O -2.6651 -1.3257 -0.7878
C -1.8669 -0.5656 -1.0632
O 0.6527 -1.8046 -0.9966
C 1.3702 -0.8897 -0.6856
C -0.2276 1.3697 1.1494
O -1.4198 1.2963 1.0061
H 2.1986 -1.0206 0.0381
H 1.2448 0.1309 -1.1010
H 0.3575 0.5651 1.6403
H 0.3557 2.2443 0.8003
*
```

Löwdin atomic charge list, values in e, 4 entries:
1 O 0.05
2 C 0.01
3 O -0.03
4 C -0.17

=====

Entry 4:
Formula: H24O12
Source: OMol25
Level of theory: ωB97M-V with the def2-TZVPD basis set

Results
- Structure (SMILES): O.O.O.O.O.O.O.O.O.O.O.O
- Energy relative to the best compared isomer or geometry (same formula, charge and spin): 708.2 kJ/mol
- Molar mass: 216.2 g mol⁻¹
- HOMO energy: -8.7 eV
- Total energy: -917.05562 Ha
- HOMO-LUMO gap: 8.80 eV

```
! wB97M-V def2-TZVPD RIJCOSX def2/J DEFGRID3
* xyz 0 1
H 0.7080 0.5003 0.3927
H 0.8962 0.3628 -1.1092
H -1.9881 -0.1253 0.8396
H -1.8378 0.5092 -0.5334
H 2.8456 -2.0370 1.3943
H 1.7499 -1.5281 0.4721
H -1.3106 2.0394 -0.0108
H -0.5781 2.6778 1.1579
H -1.3365 -1.2452 -3.4882
H 0.1174 -1.3435 -3.9202
H -2.3245 3.0628 -0.8062
H -3.7912 3.0755 -1.2044
H -2.4285 0.7973 2.3532
H -3.0348 1.7072 3.4089
H 0.5847 -2.2736 2.7294
H 0.9797 -2.7859 1.3541
H 2.0305 -1.9694 4.6565
H 2.9554 -1.6657 3.4893
H -1.3369 -0.9596 2.7218
H -0.4738 -0.7797 1.4837
H 0.1646 2.0576 -4.4942
H -0.8865 1.4617 -5.4163
H 4.9307 -0.7212 -2.8893
H 3.6408 -0.6757 -3.6918
O 0.5779 0.9748 -0.4360
O -1.6271 -0.2907 -0.0387
O 2.3864 -1.2311 1.1321
O -1.0257 1.8662 0.8936
O -0.5948 -0.7077 -3.7882
O -3.1579 2.6042 -0.6514
O -2.4262 0.9675 3.3019
O 1.3366 -2.6163 2.2332
O 2.0273 -1.6461 3.7485
O -1.1752 -1.3317 1.8475
O -0.3348 2.2431 -5.2975
O 3.9791 -0.8498 -2.8062
*
```

Löwdin atomic charge list, values in e, 4 entries:
1 H 0.03
2 H 0.05
3 H 0.00
4 H 0.02

=====

Entry 5:
Formula: C7H56BO21S
Source: OMol25
Level of theory: ωB97M-V with the def2-TZVPD basis set

Results
- Molar mass: 519.4 g mol⁻¹
- HOMO energy: -12.5 eV
- Total energy: -2303.22626 Ha
- HOMO-LUMO gap: 9.72 eV

```
! wB97M-V def2-TZVPD RIJCOSX def2/J DEFGRID3
* xyz 1 1
C -0.6626 -0.6861 -2.8788
C 0.3497 -0.5084 -1.7433
C 1.3842 -1.6580 -1.8242
C 1.1246 0.8234 -1.8318
C 0.4475 2.0323 -1.1767
S -0.1027 1.7657 0.5332
C -1.7695 1.0588 0.3501
C 1.0042 0.5712 1.2653
B 0.2920 -0.1965 2.4835
O -0.0634 -1.5001 2.2969
O -0.0125 0.3938 3.6812
H -0.1305 -0.5399 -3.8225
H -1.0508 -1.7005 -2.8588
H -1.4795 0.0337 -2.8260
H -0.1580 -0.6339 -0.7798
H 2.1026 -1.5795 -1.0009
H 0.8741 -2.6198 -1.7920
H 1.9168 -1.5643 -2.7648
H 2.1488 0.6985 -1.4804
H 1.2050 1.0670 -2.8961
H 1.1433 2.8692 -1.1099
H -0.4120 2.3893 -1.7448
H -1.9375 0.2428 1.0482
H -1.8845 0.6986 -0.6691
H -2.4414 1.8935 0.5286
H 1.8472 1.1618 1.6356
H 1.4068 -0.1370 0.5442
H 0.2511 -1.8126 1.4410
H 0.7818 0.7900 4.0678
O -3.5286 -1.1378 -3.8375
H -3.5105 -0.8378 -4.7512
H -3.4285 -2.0971 -3.8905
O -1.9276 -3.7760 -2.8004
H -1.5225 -4.6142 -3.0406
H -1.8983 -3.7649 -1.8260
O 2.7164 -1.2748 5.1773
H 1.9240 -1.1889 4.6406
H 2.6763 -0.5274 5.7873
O 3.7831 2.7175 -0.8196
H 3.2517 3.0319 -0.0830
H 3.3259 3.0475 -1.6038
O -1.4992 -3.9855 -0.0582
H -2.2406 -4.1510 0.5409
H -0.8929 -3.4655 0.4710
O 3.3372 -2.7463 -4.1656
H 3.8137 -3.5790 -4.0433
H 3.9201 -2.0733 -3.7971
O -4.4880 0.1973 2.3786
H -3.6902 0.3383 2.8951
H -5.0256 0.9801 2.5727
O 2.7363 5.0990 -2.3450
H 3.3748 5.7773 -2.5891
H 1.8977 5.5675 -2.2850
O -5.7385 2.6853 3.4940
H -6.6649 2.6782 3.7703
H -5.4364 3.5863 3.6448
O 1.6898 1.5768 6.0389
H 0.7319 1.6108 6.1517
H 1.9807 2.4779 6.2297
O 1.5999 3.7342 4.0732
H 1.7457 4.0108 3.1597
H 1.7853 2.7905 4.1018
O -3.2232 -2.7464 1.9787
H -2.4406 -2.7822 2.5410
H -3.6362 -1.9030 2.2011
O 3.6180 -0.2694 -6.3169
H 3.6944 -1.1790 -6.0087
H 2.6972 -0.0333 -6.1468
O -7.4775 1.2634 5.4886
H -6.9607 0.4574 5.3658
H -7.5964 1.3316 6.4411
O -4.7021 0.5956 5.3900
H -3.7660 0.7781 5.2746
H -5.1337 1.4547 5.2802
O 3.4316 -5.7820 -4.0744
H 3.9827 -6.5553 -3.8944
H 2.5286 -6.0741 -3.9211
O 5.9152 -6.4294 -2.8031
H 6.8508 -6.2971 -2.9855
H 5.5380 -5.5436 -2.7971
O 1.3275 1.4977 -5.8945
H 1.9478 2.1862 -6.1593
H 0.4889 1.9499 -5.7644
O 0.7562 5.8464 1.9720
H 0.0128 5.6083 2.5364
H 1.1735 6.5846 2.4296
*
```

Löwdin atomic charge list, values in e, 4 entries:
1 C -0.06
2 C -0.43
3 C -0.05
4 C -0.20